This record from the OMol25 dataset describes a 10-piece molecular cluster, C62H136N7O17P3 overall. The level of theory is ωB97M-V/def2-TZVPD.

XYZ file:
```
225
Properties=species:S:1:pos:R:3:mulliken_charge:R:1
C 10.764 12.879 9.982 -1.558
C 10.800 12.911 11.588 2.188
C 12.248 13.431 11.908 -1.157
C 9.750 13.962 12.129 0.695
C 8.298 13.552 12.110 -1.346
C 8.121 12.204 12.765 -1.199
C 9.054 11.088 12.209 1.545
C 9.084 9.847 13.095 -1.803
C 8.542 10.695 10.824 -1.964
N 10.436 11.626 12.268 0.959
O 11.363 10.600 11.891 -0.652
H 10.880 13.902 9.625 0.233
H 11.566 12.234 9.621 0.384
H 9.792 12.569 9.599 0.270
H 12.393 14.458 11.573 -0.547
H 12.415 13.543 12.979 -0.376
H 13.038 12.740 11.615 0.843
H 9.956 14.368 13.119 0.364
H 9.597 14.771 11.414 -1.239
H 7.672 14.257 12.657 0.527
H 7.898 13.706 11.109 0.477
H 7.092 11.953 12.506 0.456
H 8.233 12.317 13.843 0.276
H 9.375 10.195 14.086 0.069
H 9.496 8.926 12.684 0.346
H 8.045 9.541 13.211 0.564
H 7.673 10.042 10.909 0.434
H 9.273 10.239 10.156 0.333
H 8.154 11.576 10.311 0.413
H 11.889 10.474 12.684 0.346
C 18.702 9.183 17.178 -1.728
C 18.878 10.021 15.894 1.837
C 19.760 9.253 15.000 -1.902
C 17.450 10.313 15.262 -1.011
C 17.332 11.430 14.289 -0.102
C 17.896 12.626 14.985 0.076
C 19.369 12.551 15.530 1.823
C 20.328 12.605 14.294 -1.847
C 19.596 13.704 16.471 -1.683
N 19.516 11.291 16.329 1.045
O 20.756 11.083 16.936 -0.577
H 19.632 9.039 17.727 0.518
H 18.014 9.621 17.902 -0.008
H 18.241 8.209 17.017 0.359
H 19.301 8.286 14.794 0.435
H 20.017 9.836 14.116 0.262
H 20.786 9.151 15.356 0.362
H 17.152 9.408 14.733 0.855
H 16.711 10.499 16.042 -0.444
H 17.967 11.194 13.435 -0.627
H 16.295 11.605 14.002 0.754
H 17.143 12.881 15.731 -0.340
H 17.785 13.405 14.231 -0.318
H 21.276 12.332 14.759 0.548
H 20.398 13.590 13.833 0.339
H 20.096 11.923 13.476 0.047
H 20.352 13.467 17.220 0.478
H 18.690 13.876 17.053 0.099
H 19.824 14.636 15.953 0.323
H 20.443 11.182 17.838 0.385
C 8.460 18.352 10.335 -1.540
C 9.818 18.211 9.546 1.192
C 9.705 16.858 8.851 -1.464
C 9.958 19.298 8.436 -1.317
C 11.396 19.229 7.765 -0.793
C 12.389 19.401 8.856 -0.906
C 12.319 18.311 9.997 1.447
C 12.855 16.962 9.430 -0.857
C 13.173 18.715 11.250 -0.856
N 10.933 18.168 10.490 0.551
O 10.782 17.352 11.611 0.690
H 7.886 18.810 9.530 0.613
H 8.018 17.400 10.631 0.195
H 8.481 19.036 11.183 0.090
H 10.363 16.622 8.015 0.394
H 9.775 15.990 9.507 -0.195
H 8.720 16.874 8.386 0.567
H 9.220 19.035 7.679 0.520
H 9.726 20.313 8.758 0.300
H 11.604 18.358 7.145 0.372
H 11.566 20.032 7.048 0.468
H 12.206 20.360 9.341 0.167
H 13.407 19.383 8.467 0.413
H 13.940 16.857 9.397 0.573
H 12.338 16.760 8.492 0.276
H 12.582 16.108 10.049 -0.657
H 12.923 19.677 11.699 -0.773
H 14.230 18.901 11.057 0.629
H 13.135 17.879 11.948 0.006
H 10.674 18.054 12.257 -0.001
C 9.650 11.103 18.646 -1.711
C 10.959 10.461 18.793 1.286
C 11.437 10.363 20.301 -1.639
C 10.866 8.961 18.302 -1.341
C 10.871 8.848 16.753 -0.634
C 12.070 9.558 16.203 -0.810
C 12.149 11.076 16.575 2.472
C 13.565 11.477 16.245 -2.488
C 11.252 12.025 15.645 -0.837
N 12.002 11.212 18.052 0.557
O 12.187 12.508 18.555 0.184
H 8.923 10.437 19.112 0.441
H 9.526 12.139 18.963 0.196
H 9.383 11.147 17.590 0.345
H 11.637 11.269 20.873 0.322
H 10.818 9.727 20.934 0.385
H 12.375 9.820 20.182 0.307
H 11.740 8.378 18.594 0.272
H 9.998 8.394 18.640 0.536
H 11.016 7.853 16.331 0.560
H 9.880 9.157 16.419 0.147
H 11.887 9.499 15.130 0.041
H 12.984 8.995 16.395 0.428
H 14.300 10.973 16.872 -0.034
H 13.836 12.510 16.465 0.279
H 13.782 11.239 15.203 0.538
H 11.260 13.084 15.900 -0.199
H 10.207 11.744 15.508 -0.042
H 11.650 12.136 14.637 0.076
H 12.896 12.363 19.186 0.106
C 18.337 11.308 10.482 -1.653
C 17.790 12.133 9.306 2.425
C 17.318 11.179 8.169 -2.131
C 16.552 12.997 9.708 -2.045
C 16.803 14.253 10.513 1.629
C 17.813 15.117 9.848 -1.560
C 19.105 14.332 9.493 1.243
C 20.078 15.296 8.717 -1.841
C 19.874 14.099 10.874 -1.151
N 18.834 13.055 8.783 0.361
O 19.954 12.373 8.270 -0.472
H 19.420 11.207 10.552 0.356
H 18.000 11.648 11.461 0.014
H 18.161 10.235 10.404 0.547
H 17.033 11.789 7.312 0.467
H 18.149 10.558 7.835 0.532
H 16.515 10.509 8.476 0.401
H 16.068 13.314 8.784 0.424
H 15.783 12.452 10.256 0.383
H 15.835 14.741 10.631 0.015
H 17.215 13.997 11.489 -0.969
H 17.905 15.963 10.529 0.338
H 17.565 15.509 8.862 0.431
H 21.099 14.967 8.523 0.384
H 20.174 16.193 9.328 0.388
H 19.621 15.697 7.813 0.441
H 20.010 15.057 11.375 0.513
H 20.862 13.662 10.730 0.484
H 19.353 13.470 11.597 -0.322
H 19.758 12.286 7.335 0.360
C 9.808 22.906 15.763 -0.708
O 9.547 21.642 15.196 -0.397
P 10.530 21.049 13.990 1.235
O 9.974 19.804 13.457 -0.723
O 12.065 21.052 14.570 -0.407
C 12.468 20.262 15.629 -0.162
O 10.526 22.265 12.924 -0.391
C 11.374 22.379 11.764 -0.521
H 9.911 22.596 16.803 0.261
H 8.935 23.560 15.775 0.236
H 10.642 23.442 15.311 0.327
H 13.284 20.636 16.247 0.272
H 12.711 19.314 15.150 0.036
H 11.628 20.107 16.306 0.096
H 10.763 22.322 10.863 0.193
H 12.140 21.611 11.654 0.121
H 11.839 23.354 11.911 0.410
C 11.113 19.405 20.518 -0.764
O 10.889 19.229 19.167 -0.340
P 11.599 17.996 18.317 0.313
O 13.068 18.108 18.210 -0.161
O 10.840 18.049 16.875 0.543
C 9.443 17.886 16.663 -0.744
O 10.986 16.658 18.961 -0.431
C 11.439 15.390 18.439 0.021
H 10.458 18.800 21.144 0.240
H 10.867 20.427 20.804 0.250
H 12.168 19.204 20.704 0.321
H 9.017 18.813 16.278 0.178
H 8.901 17.611 17.568 0.345
H 9.372 17.086 15.927 0.143
H 12.341 15.154 19.002 0.304
H 11.558 15.277 17.361 -0.221
H 10.623 14.683 18.586 0.131
C 15.282 9.608 19.045 -0.089
O 16.346 10.556 19.250 -0.253
P 16.068 12.003 19.935 0.777
O 14.790 12.131 20.792 -0.781
O 16.259 13.003 18.636 0.557
C 16.408 14.430 18.706 -0.997
O 17.455 12.300 20.780 -0.446
C 18.699 11.981 20.227 -0.334
H 15.395 9.119 18.077 0.260
H 14.353 10.174 18.974 -0.370
H 15.278 8.922 19.892 0.436
H 15.890 14.864 19.561 0.557
H 15.838 14.858 17.881 0.100
H 17.456 14.721 18.776 0.289
H 19.195 12.888 19.883 0.306
H 18.782 11.283 19.393 -0.177
H 19.276 11.509 21.022 0.383
C 12.605 16.003 14.368 1.196
C 14.084 15.788 14.686 0.654
C 15.156 16.652 13.930 0.590
C 16.584 16.267 14.254 -0.481
N 17.674 15.986 14.529 -0.499
H 12.310 16.950 14.819 -0.345
H 11.991 15.291 14.920 -0.797
H 12.427 16.116 13.299 -0.647
H 14.303 14.733 14.520 0.012
H 14.234 15.954 15.752 0.098
H 14.957 17.695 14.176 0.259
H 15.132 16.599 12.841 0.011
C 17.530 18.849 16.873 -1.259
C 16.272 19.662 17.369 0.196
C 16.130 19.791 18.828 -0.112
C 17.302 20.175 19.655 0.013
N 18.248 20.398 20.289 -0.467
H 18.434 19.412 17.103 0.451
H 17.565 18.645 15.803 0.365
H 17.614 17.894 17.392 0.207
H 15.412 19.104 17.000 -0.213
H 16.070 20.626 16.902 0.354
H 15.808 18.824 19.212 0.135
H 15.355 20.518 19.073 0.374
```

Properties
SMILES string   CC1(C)CCCC(C)(C)N1O.CC1(C)CCCC(C)(C)N1O.CC1(C)CCCC(C)(C)N1O.CC1(C)CCCC(C)(C)N1O.CC1(C)CCCC(C)(C)N1O.COP(=O)(OC)OC.COP(=O)(OC)OC.COP(=O)(OC)OC.CCCC#N.CCCC#N
Kohn-Sham gap   8.260 eV
Charge   0
Energy relative to the best compared isomer or geometry (same formula, charge and spin)   0.000 eV
Lowest unoccupied orbital energy   0.355 eV
DFT total energy   -5130.24737 hartree

This record from the OMol25 dataset describes a 10-piece molecular cluster, C62H138N6O14 overall. The level of theory is ωB97M-V/def2-TZVPD.

XYZ file:
```
220
Properties=species:S:1:pos:R:3:mulliken_charge:R:1
C -7.316 3.915 0.129 -1.705
C -7.914 2.525 -0.090 1.548
C -8.962 2.170 0.987 -1.943
C -8.666 2.374 -1.480 -1.085
C -7.767 2.095 -2.681 -0.736
C -6.884 0.904 -2.401 -1.057
C -6.029 1.073 -1.054 2.019
C -5.334 -0.226 -0.847 -1.274
C -4.981 2.178 -1.417 -1.793
N -6.850 1.461 0.097 0.028
O -6.137 1.496 1.402 -0.319
H -6.968 4.009 1.157 0.460
H -6.470 4.352 -0.401 0.234
H -8.184 4.573 0.079 0.464
H -8.520 2.333 1.970 0.379
H -9.700 2.973 0.970 0.458
H -9.497 1.235 0.822 0.381
H -9.379 1.555 -1.383 0.413
H -9.118 3.350 -1.656 0.380
H -8.381 1.762 -3.518 0.412
H -7.288 3.041 -2.934 0.287
H -6.288 0.663 -3.281 0.048
H -7.595 0.093 -2.244 0.555
H -6.064 -1.035 -0.873 0.578
H -4.850 -0.209 0.130 -0.040
H -4.518 -0.443 -1.535 -0.041
H -4.386 1.886 -2.283 0.266
H -4.375 2.400 -0.539 0.475
H -5.456 3.119 -1.692 0.252
H -5.574 2.220 1.118 0.364
C 7.426 -3.495 2.060 -1.488
C 7.298 -2.240 1.190 1.383
C 8.215 -1.074 1.683 -1.791
C 7.774 -2.716 -0.238 -1.314
C 7.531 -1.584 -1.265 -1.006
C 6.004 -1.214 -1.368 -0.998
C 5.376 -0.780 -0.028 2.349
C 5.733 0.671 0.418 -1.451
C 3.863 -0.780 -0.249 -0.125
N 5.899 -1.735 1.040 1.147
O 5.274 -1.568 2.295 -0.510
H 8.115 -4.216 1.618 0.401
H 7.644 -3.360 3.120 0.382
H 6.496 -4.062 2.114 0.035
H 9.209 -1.461 1.909 0.441
H 8.230 -0.154 1.097 0.373
H 7.840 -0.592 2.586 0.344
H 8.849 -2.896 -0.244 0.582
H 7.318 -3.608 -0.667 0.363
H 8.119 -0.713 -0.977 0.356
H 7.754 -1.831 -2.303 0.482
H 5.412 -2.041 -1.758 0.355
H 6.071 -0.405 -2.097 0.247
H 6.725 0.867 0.011 0.504
H 5.865 0.812 1.491 0.135
H 5.128 1.476 0.000 0.151
H 3.452 -0.060 -0.956 0.311
H 3.375 -0.469 0.675 -1.048
H 3.489 -1.790 -0.418 -0.392
H 5.566 -0.708 2.605 0.268
C 1.394 2.793 3.289 -1.472
C 2.707 2.048 3.647 3.400
C 2.431 0.560 3.362 -0.119
C 3.841 2.536 2.761 -0.367
C 4.408 3.921 3.157 -1.193
C 4.873 3.946 4.598 -1.489
C 3.772 3.413 5.597 1.564
C 4.546 3.147 6.891 -2.107
C 2.744 4.522 5.865 -1.598
N 3.089 2.171 5.081 0.325
O 2.215 1.676 6.069 -0.477
H 0.641 2.629 4.059 0.012
H 1.589 3.861 3.186 0.439
H 0.989 2.540 2.310 0.062
H 2.070 0.372 2.351 -1.472
H 3.209 -0.146 3.654 0.457
H 1.568 0.301 3.974 -0.810
H 4.653 1.875 3.062 0.140
H 3.527 2.483 1.718 0.069
H 5.268 4.006 2.493 0.525
H 3.709 4.743 3.005 0.329
H 5.027 4.975 4.923 0.593
H 5.814 3.396 4.584 0.321
H 3.886 2.867 7.712 0.407
H 5.264 3.890 7.240 0.392
H 5.052 2.184 6.816 0.469
H 2.862 5.225 6.690 0.415
H 1.808 4.125 6.257 0.326
H 2.551 5.005 4.907 0.292
H 2.415 0.741 6.149 0.312
C -4.308 -3.144 -3.328 -1.458
C -3.898 -3.864 -4.569 2.365
C -3.512 -5.371 -4.250 -2.041
C -5.079 -4.019 -5.589 -1.451
C -5.400 -2.785 -6.510 -0.497
C -4.122 -2.310 -7.132 -1.257
C -3.003 -1.988 -6.177 2.298
C -1.730 -1.757 -7.053 -1.770
C -3.371 -0.671 -5.498 -1.522
N -2.755 -3.183 -5.295 -0.466
O -1.694 -3.075 -4.400 -0.172
H -3.472 -3.275 -2.640 0.191
H -4.448 -2.067 -3.418 0.041
H -5.232 -3.509 -2.878 0.566
H -3.397 -5.944 -5.169 0.523
H -2.524 -5.546 -3.823 0.201
H -4.272 -5.853 -3.635 0.374
H -5.062 -4.943 -6.167 0.425
H -6.003 -4.185 -5.036 0.386
H -6.087 -3.160 -7.268 0.444
H -5.954 -2.038 -5.942 0.219
H -4.355 -1.425 -7.724 0.457
H -3.782 -3.061 -7.845 0.324
H -1.799 -0.901 -7.724 0.402
H -1.475 -2.740 -7.450 0.475
H -0.851 -1.435 -6.493 0.044
H -4.139 -0.793 -4.735 -0.056
H -3.595 0.167 -6.158 0.567
H -2.612 -0.186 -4.884 0.084
H -2.082 -2.426 -3.807 0.305
C 2.436 5.980 -2.492 -1.892
C 2.481 4.531 -2.918 1.607
C 3.659 4.398 -3.981 -1.784
C 2.880 3.644 -1.700 -0.979
C 1.697 3.540 -0.667 -0.086
C 0.522 2.937 -1.425 -0.430
C 0.032 3.748 -2.636 1.387
C -1.007 2.824 -3.367 -1.310
C -0.753 5.012 -2.070 -1.905
N 1.196 4.008 -3.474 1.035
O 0.917 4.464 -4.762 -0.605
H 1.849 6.689 -3.075 0.353
H 1.961 6.030 -1.512 0.362
H 3.453 6.273 -2.231 0.417
H 3.687 5.140 -4.779 0.415
H 4.639 4.502 -3.514 0.397
H 3.700 3.441 -4.500 0.282
H 3.108 2.630 -2.027 -0.166
H 3.756 4.032 -1.180 0.744
H 1.931 2.845 0.139 -0.832
H 1.423 4.458 -0.146 0.494
H -0.225 2.722 -0.661 1.228
H 0.934 1.975 -1.732 -0.731
H -0.573 2.013 -3.952 -0.087
H -1.568 3.302 -4.170 0.621
H -1.686 2.390 -2.634 -0.038
H -0.081 5.780 -1.688 0.328
H -1.282 4.634 -1.195 0.368
H -1.443 5.492 -2.765 0.384
H 1.149 3.775 -5.389 0.342
C 0.037 -2.352 4.283 -2.043
C -0.863 -2.089 5.546 2.211
C -0.294 -2.962 6.679 -2.158
C -0.603 -0.543 5.940 -1.324
C -1.366 0.389 5.063 1.031
C -2.853 -0.022 5.067 -1.976
C -3.177 -1.422 4.689 2.229
C -4.626 -1.789 5.142 -2.025
C -3.146 -1.546 3.167 -1.615
N -2.296 -2.365 5.403 0.212
O -2.520 -3.679 5.134 -0.478
H 1.099 -2.160 4.436 0.455
H -0.048 -3.423 4.097 0.700
H -0.382 -1.805 3.439 -0.013
H -0.194 -4.038 6.531 0.356
H 0.690 -2.710 7.075 0.313
H -1.081 -2.917 7.431 0.518
H -0.926 -0.333 6.959 0.511
H 0.476 -0.404 5.874 -0.147
H -1.250 1.436 5.343 0.708
H -0.998 0.309 4.040 -0.817
H -3.255 0.804 4.481 0.374
H -3.267 0.109 6.067 0.410
H -5.393 -1.122 4.749 0.393
H -4.723 -1.715 6.225 0.448
H -4.856 -2.766 4.716 0.420
H -4.133 -1.328 2.758 0.606
H -2.950 -2.581 2.888 0.361
H -2.401 -0.968 2.620 -0.112
H -2.097 -3.832 4.286 0.380
O 2.159 -1.243 -2.831 -0.300
C 1.337 -0.759 -3.843 0.145
C 1.967 0.592 -4.409 -0.605
O 3.165 0.407 -5.160 -0.698
H 1.749 -2.039 -2.485 -0.094
H 1.400 -1.517 -4.624 0.545
H 0.314 -0.543 -3.537 0.027
H 2.229 1.267 -3.595 0.071
H 1.247 1.182 -4.976 0.306
H 3.853 -0.053 -4.672 0.378
O -1.513 -3.622 -0.514 -0.518
C -0.714 -4.630 -1.115 -0.455
C 0.563 -4.055 -1.748 -0.333
O 1.344 -3.187 -0.959 -0.568
H -1.066 -3.266 0.257 -0.059
H -0.335 -5.268 -0.316 0.430
H -1.182 -5.216 -1.906 0.260
H 0.227 -3.489 -2.616 0.074
H 1.202 -4.797 -2.226 0.447
H 2.222 -3.576 -0.957 -0.103
O 0.288 -1.543 0.870 2.666
C -0.002 -0.308 0.203 1.982
C -1.397 -0.140 -0.364 -0.295
O -1.838 -0.985 -1.448 0.269
H 0.885 -2.092 0.356 -1.214
H 0.092 0.506 0.921 -0.568
H 0.685 -0.295 -0.643 -0.632
H -1.424 0.896 -0.703 -0.710
H -2.234 -0.204 0.331 -0.035
H -1.713 -1.869 -1.095 -0.009
O 3.090 -3.118 3.013 -0.487
C 2.474 -4.248 2.327 0.210
C 3.442 -4.940 1.308 -0.772
O 3.858 -4.059 0.294 -0.519
H 3.336 -2.424 2.398 0.186
H 2.090 -4.947 3.070 0.659
H 1.556 -3.914 1.844 -0.412
H 3.057 -5.786 0.740 0.500
H 4.345 -5.235 1.843 0.284
H 4.339 -3.303 0.638 -0.145
```

Properties
SMILES string   CC1(C)CCCC(C)(C)N1O.CC1(C)CCCC(C)(C)N1O.CC1(C)CCCC(C)(C)N1O.CC1(C)CCCC(C)(C)N1O.CC1(C)CCCC(C)(C)N1O.CC1(C)CCCC(C)(C)N1O.OCCO.OCCO.OCCO.OCCO
Kohn-Sham gap   8.483 eV
Charge   0
Energy relative to the best compared isomer or geometry (same formula, charge and spin)   4.322 eV
Lowest unoccupied orbital energy   0.383 eV
DFT total energy   -3826.53142 hartree

Q: Which value of charge does entry 1 give?
A: 0

Q: Which of these has the highest DFT total energy?
A: C62H138N6O14